Entry 1:
70
Properties=species:S:1:pos:R:3 method="wB97M-V/def2-TZVPD" charge=+2 s2=0.775 multiplicity=2 orbital_gap_ev="5.97 / 5.75" energy_ha=-1808.73179 de_lowest_kcal_mol=36.0 homo_energy_ha="-0.52872 / -0.52619"
Re 1.936 0.486 0.517
N 2.596 1.910 -2.695
C 1.750 2.640 -1.968
N 1.204 3.692 -2.545
C 0.363 4.440 -1.833
N -0.217 5.476 -2.402
N 0.125 4.195 -0.518
C 0.719 3.160 0.000
N 1.485 2.276 -0.679
C 0.682 2.952 1.455
C 0.116 3.891 2.302
C 0.266 3.747 3.674
C 1.006 2.673 4.147
C 1.488 1.736 3.250
N 1.323 1.851 1.926
H 2.821 2.259 -3.614
H 3.202 1.224 -2.273
H -0.021 5.695 -3.368
H -0.801 6.091 -1.856
H -0.405 4.728 1.868
H -0.163 4.464 4.355
H 1.205 2.549 5.199
H 2.007 0.864 3.626
F 3.664 -1.746 0.972
C 2.880 -0.919 1.705
F 3.746 -0.221 2.500
F 2.163 -1.706 2.531
C 3.946 -1.625 -3.211
C 2.519 -1.817 -2.808
C 1.641 -2.573 -3.590
C 0.330 -2.812 -3.181
C -0.576 -3.647 -4.020
C -0.127 -2.272 -1.985
C 0.699 -1.468 -1.176
C 2.031 -1.267 -1.639
N 0.378 -0.850 -0.001
C -0.907 -0.990 0.654
C -1.202 -2.460 1.030
C -2.593 -2.575 1.648
C -3.654 -2.013 0.695
C -3.372 -0.539 0.436
C -3.403 0.251 1.744
C -2.321 -0.330 2.654
C -2.645 -1.787 2.956
C -0.953 -0.196 1.975
C -2.015 -0.370 -0.236
H 4.237 -2.342 -3.974
H 4.605 -1.755 -2.353
H 4.106 -0.627 -3.620
H 1.989 -2.990 -4.521
H -0.088 -3.958 -4.938
H -1.482 -3.100 -4.280
H -0.886 -4.538 -3.477
H -1.141 -2.496 -1.707
H 2.775 -0.713 -1.017
H -0.444 -2.779 1.750
H -1.122 -3.122 0.174
H -2.820 -3.630 1.835
H -4.644 -2.135 1.132
H -3.640 -2.568 -0.244
H -4.143 -0.145 -0.236
H -4.380 0.171 2.217
H -3.208 1.308 1.558
H -2.299 0.242 3.589
H -3.636 -1.865 3.404
H -1.927 -2.197 3.669
H -0.172 -0.561 2.643
H -0.796 0.863 1.765
H -1.777 0.690 -0.365
H -2.021 -0.820 -1.225

Entry 2:
52
Properties=species:S:1:pos:R:3 method="wB97M-V/def2-TZVPD" charge=-1 s2=6.034 multiplicity=5 orbital_gap_ev="4.43 / 4.87" energy_ha=-3136.33729 de_lowest_kcal_mol=0.0 homo_energy_ha="-0.08341 / -0.15746"
Rh -1.626 0.010 -0.578
O -2.987 -1.393 1.422
C -1.873 -0.969 1.225
C -0.752 -1.056 2.252
C -0.821 -1.600 3.530
C 0.341 -1.717 4.282
C 1.561 -1.323 3.828
C 1.669 -0.644 2.568
C 0.507 -0.555 1.799
P 0.608 0.298 0.249
C 1.325 1.890 0.740
C 2.044 2.704 -0.133
C 2.179 4.095 0.152
C 1.779 4.565 1.384
C 1.190 3.711 2.305
C 0.935 2.347 2.002
C 1.796 -0.531 -0.808
C 2.254 -1.766 -0.398
C 3.390 -2.287 -1.120
C 3.928 -1.597 -2.192
C 3.205 -0.490 -2.687
C 2.202 0.122 -1.968
H -1.703 -1.760 4.117
H 0.263 -2.385 5.144
H 2.397 -1.373 4.447
H 2.574 -0.088 2.234
H 2.471 2.273 -1.069
H 2.608 4.806 -0.496
H 1.931 5.674 1.569
H 1.082 3.981 3.305
H 0.426 1.611 2.669
H 1.773 -2.431 0.316
H 3.869 -3.178 -0.782
H 4.835 -1.905 -2.662
H 3.503 -0.030 -3.688
H 1.658 0.958 -2.360
Te -2.166 2.145 0.828
Te -1.614 4.637 -0.522
Te -0.218 3.692 -2.632
Te -1.468 1.265 -2.973
N -5.275 -1.560 -4.002
N -4.767 -1.431 -2.691
N -5.494 -1.277 -1.587
C -4.553 -0.933 -0.696
N -3.356 -0.766 -1.284
N -3.484 -1.027 -2.572
H -6.273 -1.639 -3.986
H -4.783 -2.302 -4.581
H -4.776 -0.792 0.337
S -0.662 -4.686 -1.951
C -0.804 -3.198 -1.371
N -0.849 -2.092 -0.912